Entry 1:
Below is a cluster of 15 separate species, C3H38NO15 in total at a distorted geometry, with properties calculated with the ωB97M-V functional and the def2-TZVPD basis.

Values from the calculation:
- Total charge: +1
- Gap between HOMO and LUMO: 10.89 eV
- HOMO energy: -0.495 Eh

Positions of all 57 atoms, in Å:
C -0.5385 0.6524 0.2660
C 0.0863 -0.7049 0.4719
C 1.5841 -0.7151 0.3236
O 2.0644 -2.0503 0.5979
N -1.9041 0.7316 0.8577
H -0.5754 0.9337 -0.7813
H 0.0894 1.3707 0.7921
H -0.1059 -1.1349 1.4585
H -0.2944 -1.4391 -0.2384
H 1.9694 -0.4523 -0.6670
H 2.0685 -0.0506 1.0349
H 2.1355 -2.4774 -0.2551
H -2.5832 0.3582 0.1973
H -2.2891 1.6747 0.9515
H -1.9019 0.2767 1.7598
H -0.0571 -0.7679 5.0618
H 0.6754 -0.0129 3.8643
O -0.1637 -0.3312 4.2148
H -0.6482 -3.2134 2.5439
H -1.0751 -4.3559 1.7096
O -1.4381 -3.5233 2.0335
H -0.1719 -3.8430 -2.4888
H -0.8806 -3.7298 -3.8281
O -0.2214 -3.2985 -3.2800
H -2.2582 -1.2362 -1.3816
H -1.3163 -1.8292 -2.4791
O -1.7708 -1.0266 -2.1915
H 2.4837 2.0011 1.8948
H 2.8773 1.0672 3.0343
O 2.1104 1.4368 2.5845
H -1.2275 1.0297 3.5021
H -0.4903 2.3484 3.4338
O -1.3142 1.9316 3.1640
H 1.0921 3.6815 -1.5261
H 1.7727 4.8378 -0.5137
O 1.4851 3.9414 -0.6778
H 2.8273 2.9229 -0.0268
H 3.8040 1.7524 -0.1308
O 3.6274 2.5371 0.3817
H 1.0245 -1.9513 3.0724
H 1.5001 -3.4316 3.6323
O 0.8175 -2.7998 3.4446
H -1.3257 0.7571 -3.1860
H -0.9087 2.3186 -3.4689
O -1.4609 1.6926 -2.9929
H 1.1885 -2.0684 -4.5233
H 2.1350 -0.8045 -4.6051
O 1.2439 -1.1347 -4.7231
H -3.6089 -2.1443 -0.0924
H -2.3853 -2.4766 0.9845
O -2.7734 -1.8879 0.3006
H -3.6298 2.9147 -1.3300
H -2.4864 1.9540 -1.6518
O -3.0874 2.2304 -0.9276
H 1.4098 1.7920 -2.9195
H 1.7416 3.0584 -3.6342
O 1.0785 2.6879 -3.0477

Entry 2:
Below is a cluster of 2 separate species, C6H12O2 in total at a distorted geometry, with properties calculated with the ωB97M-V functional and the def2-TZVPD basis.

Values from the calculation:
- Total charge: 0
- Gap between HOMO and LUMO: 10.26 eV
- SMILES string: C=C(C)CCC=O.O
- HOMO energy: -0.351 Eh

Positions of all 20 atoms, in Å:
C -1.9328 -1.0907 -0.4459
C -0.6006 -1.0234 -0.4117
C 0.4194 -1.9364 -1.0953
C 0.2099 -0.2828 0.6318
C 0.8396 0.8717 -0.0149
C 2.2803 0.7591 0.1583
O 2.9044 1.4712 0.9542
H -2.4516 -1.9918 -0.8177
H -2.5869 -0.4725 0.1256
H 0.7477 -1.3782 -1.9360
H -0.0184 -2.8589 -1.3896
H 1.2574 -2.0802 -0.5098
H -0.3427 -0.1380 1.5520
H 1.1318 -0.9142 1.1262
H 0.4862 1.7718 0.4009
H 0.5418 0.6555 -1.0106
H 2.7350 -0.2173 -0.1550
O -2.0469 2.9384 1.2612
H -2.4036 2.6355 0.3264
H -1.1698 3.2813 1.2499

Entry 3:
Below is a cluster of 13 separate species, C24H47BCl24O6 in total at a distorted geometry, with properties calculated with the ωB97M-V functional and the def2-TZVPD basis.

Values from the calculation:
- Total charge: 0
- Gap between HOMO and LUMO: 10.54 eV
- HOMO energy: -0.384 Eh

Positions of all 102 atoms, in Å:
C -4.4891 2.1341 -0.5154
C -3.5801 0.8003 -0.3341
C -3.4141 0.5595 1.2552
C -2.0855 -0.2453 1.6669
C -1.3810 0.3234 3.0028
C -2.3288 0.8025 4.2024
O -0.6020 -0.7511 3.6704
C 0.3419 0.0109 4.4598
O 1.0101 -0.3475 5.4386
O 0.4224 1.3877 4.0020
C -0.0954 1.2300 2.6239
C -0.5256 2.5886 1.8853
C -0.3405 2.5435 0.2955
C 1.0519 3.2358 -0.1714
C 0.8492 4.4705 -1.1630
O 1.5055 4.2435 -2.4625
B 1.1829 0.4280 1.9373
O 2.4995 0.9869 2.1984
O 1.0487 -0.7708 1.1648
H -5.1153 2.0908 -1.4733
H -3.8530 3.0927 -0.4672
H -5.2030 2.1758 0.3842
H -2.5644 0.8864 -0.8492
H -4.1270 -0.0834 -0.8272
H -4.3400 -0.0535 1.5712
H -3.5262 1.5771 1.7606
H -1.3987 -0.2534 0.7608
H -2.3992 -1.3348 1.8436
H -1.9817 1.7382 4.7459
H -3.4175 0.9588 3.9201
H -2.3261 -0.0490 4.9804
H 0.1642 3.4096 2.3050
H -1.6095 2.8948 2.0965
H -0.4982 1.5133 -0.1706
H -1.1660 3.2125 -0.1557
H 1.6655 2.4487 -0.7391
H 1.6909 3.5044 0.7495
H 1.3848 5.3903 -0.7182
H -0.2476 4.6908 -1.4055
H 1.7668 5.1546 -2.7414
H 2.3715 1.9423 2.3959
H 1.8962 -1.2681 1.2968
C -0.1859 1.5584 -3.2474
Cl -1.7972 1.8857 -2.5924
Cl 0.4286 0.0000 -2.6816
H -0.2416 1.5418 -4.3354
H 0.4939 2.3469 -2.9253
C 4.0062 -1.3672 -3.1447
Cl 3.5244 -1.0104 -1.4815
Cl 3.1899 -0.3186 -4.3139
H 5.0815 -1.2242 -3.2388
H 3.7503 -2.4024 -3.3663
C 1.4262 -3.8452 4.2719
Cl 1.5952 -4.2079 2.5497
Cl 2.5173 -4.8411 5.2444
H 1.6631 -2.7978 4.4382
H 0.4000 -4.0441 4.5760
C 0.0068 -7.0144 7.1688
Cl -1.2951 -7.1679 5.9828
Cl 0.3682 -8.5698 7.9276
H 0.9005 -6.6501 6.6660
H -0.2980 -6.3078 7.9388
C -1.6540 -1.7778 -5.0666
Cl -2.6699 -1.5407 -3.6396
Cl -2.1392 -3.2207 -5.9652
H -1.7478 -0.9085 -5.7163
H -0.6189 -1.8907 -4.7481
C 5.7283 -3.6580 0.3899
Cl 4.1146 -3.7383 1.1060
Cl 5.8324 -4.6407 -1.0779
H 5.9515 -2.6225 0.1372
H 6.4542 -4.0260 1.1129
C -4.3883 -4.7398 -2.2344
Cl -5.9895 -5.4743 -2.3836
Cl -4.1582 -4.0248 -0.6340
H -3.6317 -5.5067 -2.3906
H -4.2850 -3.9606 -2.9877
C 2.5514 6.8870 -5.6159
Cl 2.2458 7.2226 -3.9064
Cl 1.1321 7.2512 -6.6027
H 3.3839 7.5021 -5.9527
H 2.8008 5.8334 -5.7299
C -3.9965 2.1930 7.5954
Cl -4.5587 2.2551 5.9204
Cl -4.0568 0.5446 8.2295
H -2.9689 2.5503 7.6366
H -4.6337 2.8304 8.2060
C 5.3033 2.1212 -1.7202
Cl 5.9700 3.7552 -1.6122
Cl 4.5137 1.6501 -0.2119
H 4.5715 2.0905 -2.5265
H 6.1121 1.4226 -1.9289
C 2.8099 -5.8930 -2.8266
Cl 2.3365 -5.5694 -1.1566
Cl 1.9722 -4.8140 -3.9509
H 3.8836 -5.7406 -2.9249
H 2.5594 -6.9235 -3.0724
C -2.4690 2.4047 -6.1884
Cl -4.0992 2.0136 -6.7461
Cl -1.2598 2.0052 -7.4158
H -2.4150 3.4703 -5.9716
H -2.2576 1.8336 -5.2855

Entry 4:
Below is a structure of composition C4H9N2 at a distorted geometry, with properties calculated with the ωB97M-V functional and the def2-TZVPD basis.

Values from the calculation:
- Total charge: +1
- Gap between HOMO and LUMO: 10.46 eV
- HOMO energy: -0.526 Eh

Positions of all 15 atoms, in Å:
C -2.0185 -0.4578 0.1409
C -1.7326 0.7550 0.5697
C 2.1051 -0.2772 0.7291
C 0.8146 0.1129 -0.6820
N 2.0905 0.5091 -0.5167
N 0.7054 -0.5387 0.4790
H -2.6428 -0.6441 -0.8246
H -1.8535 -1.4470 0.5926
H -1.3177 0.9085 1.5342
H -2.0205 1.6841 0.0617
H 2.5564 -1.3178 0.6074
H 2.2839 0.2616 1.6354
H 0.1180 0.0601 -1.4744
H 2.7799 0.9882 -1.1881
H -0.1396 -1.0990 0.7544

Entry 5:
Below is the ion C6H12NOS with charge +1 at a distorted geometry, with properties calculated with the ωB97M-V functional and the def2-TZVPD basis.

Values from the calculation:
- Total charge: +1
- Gap between HOMO and LUMO (spin up / spin down): 9.42 / 9.42 eV
- SMILES string: C/C=C\SC(=O)[NH+](C)C
- HOMO energy (spin up / spin down): -0.478 / -0.478 Eh

Positions of all 21 atoms, in Å:
C 0.3405 -3.3972 -1.0060
C -0.7627 -3.1381 -0.0249
C -0.7977 -2.0086 0.6947
S 0.4626 -0.8243 0.3709
C -0.5463 0.5602 0.5264
O -1.7274 0.6775 0.6700
N 0.3904 1.8065 0.4593
C 1.1251 1.8394 -0.8042
C -0.4119 3.0430 0.8218
H 1.1185 -4.0305 -0.6031
H 0.6382 -2.4166 -1.3542
H -0.0581 -3.9504 -1.8210
H -1.3058 -4.0199 0.2788
H -1.7286 -1.7299 1.2343
H 0.9840 1.7783 1.2022
H 1.6787 0.8613 -0.7666
H 0.4904 1.9303 -1.7547
H 1.8895 2.6884 -0.8035
H 0.2365 4.0747 0.6632
H -1.2244 3.2073 0.1823
H -0.7914 3.0486 1.8343

Number 1: calculated total energy -35926.0713 eV. Number 2: calculated total energy -10508.6103 eV. Number 3: calculated total energy -339149.5549 eV. Number 4: calculated total energy -7264.3098 eV. Number 5: calculated total energy -20780.7194 eV.